{"formula": "C31H25BrF4HgN4OP", "method": "ωB97M-V/def2-TZVPD", "total_charge": 0, "total_energy_ha": -4958.78256, "largest_force_ev_per_a": 0.412, "homo_energy_ev": [-6.2, -7.9], "spin_multiplicity": 2, "orbital_gap_ev": [6.6, 7.8], "symbols": ["Hg", "F", "C", "C", "F", "C", "F", "C", "P", "C", "C", "C", "C", "C", "C", "C", "C", "C", "C", "C", "C", "C", "Br", "C", "F", "H", "H", "H", "H", "H", "H", "H", "H", "H", "H", "C", "N", "C", "C", "C", "C", "C", "N", "C", "C", "C", "C", "C", "C", "H", "H", "H", "H", "H", "H", "H", "H", "H", "H", "H", "N", "C", "N", "O", "H", "H", "H", "H"], "coordinates": [[-0.05, 0.02, -0.29], [6.17, -1.82, 3.35], [5.00, -1.27, 3.00], [4.06, -0.97, 3.98], [4.34, -1.22, 5.26], [2.85, -0.42, 3.59], [1.96, -0.16, 4.57], [2.54, -0.14, 2.28], [0.55, 0.32, 1.98], [-1.25, 0.27, 2.58], [-2.06, 1.37, 2.83], [-3.40, 1.19, 3.16], [-3.93, -0.09, 3.25], [-3.13, -1.19, 3.02], [-1.79, -1.01, 2.68], [0.87, 2.11, 2.17], [1.14, 2.95, 1.09], [1.42, 4.30, 1.30], [1.45, 4.82, 2.58], [1.19, 3.99, 3.66], [0.90, 2.65, 3.46], [3.51, -0.43, 1.32], [3.29, -0.03, -0.52], [4.72, -0.99, 1.68], [5.66, -1.28, 0.77], [-1.67, 2.37, 2.74], [-4.02, 2.05, 3.34], [-4.98, -0.22, 3.51], [-3.54, -2.19, 3.09], [-1.16, -1.88, 2.50], [1.13, 2.56, 0.08], [1.63, 4.93, 0.45], [1.67, 5.86, 2.74], [1.20, 4.38, 4.67], [0.69, 2.01, 4.31], [-1.39, -2.90, -1.54], [-1.54, -1.47, -1.30], [-2.63, -0.89, -1.67], [-2.86, 0.50, -1.51], [-4.00, 1.25, -1.81], [-3.71, 2.56, -1.43], [-2.42, 2.54, -0.90], [-1.90, 1.30, -0.96], [-0.23, -3.21, -2.46], [1.07, -2.86, -2.12], [2.13, -3.15, -2.97], [1.90, -3.80, -4.18], [0.60, -4.17, -4.52], [-0.45, -3.88, -3.66], [-2.31, -3.29, -1.99], [-1.25, -3.41, -0.58], [-3.43, -1.49, -2.13], [-4.92, 0.88, -2.25], [-4.36, 3.43, -1.50], [-1.85, 3.36, -0.49], [1.28, -2.37, -1.18], [3.13, -2.87, -2.68], [2.72, -4.03, -4.84], [0.41, -4.69, -5.45], [-1.46, -4.17, -3.93], [0.62, -0.29, -4.67], [0.29, 0.46, -3.59], [-0.63, 1.43, -3.76], [0.83, 0.24, -2.50], [0.33, -0.05, -5.60], [1.34, -0.99, -4.54], [-1.23, 1.41, -4.57], [-1.08, 1.75, -2.90]]}

{"formula": "C31H25ClF2IrN2O12", "method": "ωB97M-V/def2-TZVPD", "total_charge": -2, "total_energy_ha": -2972.83165, "largest_force_ev_per_a": 1.083, "homo_energy_ev": [0.0, -3.3], "spin_multiplicity": 6, "orbital_gap_ev": [3.7, 4.8], "symbols": ["Ir", "O", "C", "C", "O", "C", "C", "O", "C", "O", "O", "C", "C", "C", "C", "Cl", "C", "C", "C", "O", "C", "C", "O", "O", "H", "H", "H", "H", "H", "H", "H", "H", "C", "N", "C", "C", "C", "C", "C", "C", "C", "C", "H", "H", "H", "H", "H", "H", "H", "H", "H", "H", "H", "H", "F", "C", "F", "H", "O", "C", "O", "C", "C", "C", "C", "C", "C", "N", "O", "O", "H", "H", "H", "H"], "coordinates": [[-0.68, 0.23, 0.91], [3.49, -4.73, -0.66], [2.88, -3.73, -0.35], [3.48, -2.37, -0.03], [4.65, -2.09, 0.00], [2.30, -1.44, 0.26], [1.06, -2.23, 0.17], [-0.09, -1.79, 0.38], [1.37, -3.62, -0.17], [0.60, -4.56, -0.27], [2.39, -0.27, 0.56], [-1.51, -3.27, -2.79], [-1.38, -2.04, -3.64], [-0.66, -2.03, -4.81], [-0.56, -0.88, -5.57], [0.34, -0.92, -7.08], [-1.17, 0.29, -5.17], [-1.90, 0.30, -3.99], [-2.01, -0.86, -3.23], [-2.77, -0.96, -2.11], [-3.25, 0.22, -1.49], [-3.65, -0.16, -0.06], [-4.82, -0.26, 0.24], [-2.67, -0.39, 0.77], [-0.89, -4.08, -3.17], [-2.55, -3.61, -2.76], [-1.22, -3.07, -1.76], [-0.15, -2.93, -5.14], [-1.07, 1.19, -5.76], [-2.39, 1.21, -3.67], [-4.15, 0.57, -2.00], [-2.48, 1.00, -1.48], [-2.75, -0.39, 4.17], [-2.00, -1.59, 4.50], [-1.65, -1.62, 5.90], [-0.88, -1.84, 3.59], [0.24, -0.82, 3.63], [1.18, -0.89, 4.66], [2.19, 0.05, 4.79], [2.27, 1.09, 3.88], [1.36, 1.17, 2.84], [0.36, 0.21, 2.68], [-3.66, -0.37, 4.77], [-3.03, -0.41, 3.12], [-2.18, 0.53, 4.38], [-2.56, -1.55, 6.50], [-0.99, -0.79, 6.21], [-1.15, -2.56, 6.15], [-1.29, -1.92, 2.59], [-0.47, -2.83, 3.85], [1.12, -1.71, 5.36], [2.91, -0.04, 5.60], [3.06, 1.83, 3.95], [1.47, 1.97, 2.11], [-2.34, 2.47, 0.46], [-1.55, 1.99, 1.48], [-0.69, 3.00, 1.80], [-2.22, 1.84, 2.34], [0.99, -0.24, -2.02], [0.76, 0.90, -1.67], [-0.17, 1.23, -0.80], [1.51, 2.07, -2.23], [2.08, 1.96, -3.50], [2.80, 3.03, -4.02], [2.96, 4.19, -3.30], [2.39, 4.30, -2.01], [1.65, 3.24, -1.49], [2.57, 5.47, -1.27], [2.06, 5.55, -0.12], [3.24, 6.42, -1.78], [1.98, 1.02, -4.04], [3.24, 2.95, -5.01], [3.52, 5.03, -3.68], [1.19, 3.34, -0.51]]}

{"formula": "C31H25CoF2N6O7S2", "method": "ωB97M-V/def2-TZVPD", "total_charge": -1, "total_energy_ha": -4430.48510, "largest_force_ev_per_a": 1.665, "homo_energy_ev": [-5.3, -5.4], "spin_multiplicity": 2, "orbital_gap_ev": [5.6, 5.8], "symbols": ["Co", "C", "C", "C", "C", "C", "C", "C", "S", "O", "O", "N", "C", "C", "C", "C", "C", "N", "H", "H", "H", "H", "H", "H", "H", "H", "H", "H", "H", "O", "N", "O", "C", "C", "C", "C", "C", "C", "N", "C", "C", "N", "C", "C", "C", "C", "H", "H", "H", "H", "H", "H", "H", "N", "C", "C", "C", "C", "C", "C", "S", "O", "O", "O", "H", "H", "H", "H", "H", "H", "F", "C", "F", "H"], "coordinates": [[-0.14, 0.27, 0.02], [2.00, 4.01, -6.51], [1.52, 2.82, -5.72], [2.18, 1.60, -5.79], [1.74, 0.51, -5.05], [0.64, 0.65, -4.23], [-0.06, 1.85, -4.17], [0.39, 2.93, -4.91], [0.13, -0.72, -3.21], [-1.31, -0.75, -3.18], [0.79, -1.90, -3.72], [0.64, -0.34, -1.71], [1.98, -0.19, -1.46], [3.06, -0.73, -2.19], [4.34, -0.55, -1.72], [4.55, 0.16, -0.54], [3.44, 0.65, 0.12], [2.20, 0.50, -0.32], [2.89, 3.77, -7.09], [2.24, 4.83, -5.84], [1.22, 4.35, -7.20], [3.05, 1.50, -6.43], [2.23, -0.45, -5.12], [-0.95, 1.92, -3.55], [-0.15, 3.87, -4.87], [2.86, -1.34, -3.06], [5.18, -0.98, -2.25], [5.55, 0.32, -0.15], [3.55, 1.20, 1.05], [1.75, -1.27, 6.98], [1.92, -1.74, 5.87], [2.73, -2.62, 5.65], [1.14, -1.22, 4.78], [0.27, -0.21, 5.09], [-0.46, 0.48, 4.11], [-1.40, 1.51, 4.38], [-2.03, 2.11, 3.33], [-1.71, 1.75, 2.02], [-0.82, 0.83, 1.73], [-0.25, 0.16, 2.76], [0.56, -0.97, 2.42], [0.56, -1.29, 1.11], [1.21, -2.38, 0.74], [1.90, -3.17, 1.64], [1.93, -2.84, 2.98], [1.25, -1.70, 3.42], [0.16, 0.06, 6.13], [-1.60, 1.77, 5.41], [-2.77, 2.89, 3.50], [-2.20, 2.24, 1.19], [1.16, -2.62, -0.32], [2.40, -4.07, 1.29], [2.46, -3.47, 3.68], [-2.14, -0.82, -0.40], [-2.71, -1.57, 0.65], [-3.68, -0.99, 1.47], [-4.16, -1.67, 2.57], [-3.68, -2.94, 2.86], [-2.74, -3.54, 2.05], [-2.25, -2.85, 0.94], [-4.28, -3.76, 4.36], [-3.65, -5.07, 4.36], [-5.73, -3.78, 4.20], [-3.82, -2.87, 5.42], [-1.87, -1.36, -1.21], [-2.74, -0.07, -0.72], [-4.03, 0.01, 1.24], [-4.91, -1.24, 3.23], [-2.40, -4.53, 2.30], [-1.49, -3.30, 0.30], [-0.21, 3.12, 0.16], [-0.41, 2.05, -0.73], [-1.72, 2.24, -1.22], [0.26, 2.28, -1.57]]}

{"formula": "C31H25N3O4Pb", "method": "ωB97M-V/def2-TZVPD", "total_charge": 0, "total_energy_ha": -1854.36935, "largest_force_ev_per_a": 0.553, "homo_energy_ev": -7.4, "orbital_gap_ev": 6.4, "symbols": ["Pb", "O", "C", "O", "C", "C", "C", "N", "C", "C", "C", "O", "O", "H", "H", "H", "C", "C", "C", "C", "C", "C", "C", "C", "C", "C", "C", "C", "C", "C", "C", "N", "H", "H", "H", "H", "H", "H", "H", "H", "H", "H", "C", "N", "C", "C", "C", "C", "C", "C", "C", "C", "H", "H", "H", "H", "H", "H", "H", "H", "H", "H", "H", "H"], "coordinates": [[-0.12, 0.17, 0.90], [-0.77, 0.54, 7.98], [0.23, 0.00, 7.48], [1.25, -0.50, 7.96], [0.19, -0.06, 5.94], [1.36, 0.10, 5.21], [1.32, 0.10, 3.84], [0.16, -0.06, 3.17], [-0.98, -0.24, 3.86], [-1.00, -0.25, 5.24], [-2.24, -0.38, 3.04], [-3.27, -0.72, 3.55], [-2.10, -0.09, 1.76], [2.30, 0.21, 5.74], [2.21, 0.21, 3.24], [-1.94, -0.39, 5.75], [1.62, 4.22, 1.07], [0.62, 4.99, 0.49], [-0.57, 4.40, 0.09], [-0.77, 3.03, 0.24], [0.25, 2.27, 0.82], [1.43, 2.85, 1.25], [-2.01, 2.37, -0.25], [-3.26, 3.03, -0.24], [-4.35, 2.34, -0.67], [-4.22, 1.02, -1.15], [-5.31, 0.25, -1.62], [-5.12, -1.02, -2.06], [-3.83, -1.59, -2.06], [-2.76, -0.88, -1.61], [-2.94, 0.44, -1.12], [-1.86, 1.13, -0.64], [2.54, 4.67, 1.40], [0.77, 6.05, 0.35], [-1.34, 5.01, -0.37], [2.20, 2.26, 1.73], [-3.34, 4.03, 0.15], [-5.33, 2.80, -0.65], [-6.30, 0.70, -1.63], [-5.96, -1.61, -2.41], [-3.69, -2.60, -2.42], [-1.76, -1.31, -1.60], [3.09, 0.99, -0.68], [2.43, -0.15, -0.04], [3.33, -0.78, 0.92], [2.01, -1.11, -1.07], [1.16, -2.19, -0.47], [1.44, -3.54, -0.68], [0.65, -4.52, -0.07], [-0.42, -4.16, 0.73], [-0.71, -2.82, 0.95], [0.08, -1.86, 0.34], [3.96, 0.67, -1.26], [3.42, 1.70, 0.09], [2.39, 1.51, -1.33], [4.27, -1.09, 0.45], [2.85, -1.66, 1.37], [3.57, -0.07, 1.72], [2.88, -1.54, -1.59], [1.42, -0.55, -1.81], [2.27, -3.83, -1.31], [0.89, -5.56, -0.22], [-1.02, -4.92, 1.21], [-1.55, -2.53, 1.57]]}

These records have energy relative to the best compared isomer or geometry (same formula, charge and spin) values of 19.5, 0.0, 2.9, 0.0 kcal/mol, in the order they appear.